--- 1 ---
An isolated molecule of CH4N4S, computed with the ωB97M-V functional and the def2-TZVPD basis.

Properties
- HOMO (spin up / spin down) (eV) = -8.76 / -8.76
- frontier orbital gap (spin up / spin down) (eV) = 8.5 / 8.5
- SMILES string = [S-][N+]1=NCNN1
- charge = 0

Last column: Mulliken charge in e.
CARTESIAN COORDINATES (ANGSTROEM)
C (0.919, 0.754, 0.075)  -0.2499
H (1.076, -0.941, -1.086)  0.3094
N (-0.469, -1.059, -0.056)  -0.2555
H (1.722, 1.184, -0.474)  0.2989
N (-1.173, 0.108, -0.093)  0.4541
H (-0.852, -1.429, 0.832)  0.2867
N (0.862, -0.716, -0.134)  -0.3442
H (1.125, 1.113, 1.049)  0.2049
N (-0.425, 1.144, -0.185)  -0.4499
S (-2.786, -0.156, 0.071)  -0.2543

---

--- 2 ---
An isolated molecule of CH4N4S, computed with the ωB97M-V functional and the def2-TZVPD basis.

Properties
- HOMO (spin up / spin down) (eV) = -8.09 / -8.00
- frontier orbital gap (spin up / spin down) (eV) = 8.0 / 7.5
- SMILES string = [S-][N+]1=NNNC1
- charge = 0

Last column: Mulliken charge in e.
CARTESIAN COORDINATES (ANGSTROEM)
H (0.286, 1.501, -0.253)  0.2820
H (1.379, 0.045, -1.022)  0.3037
N (-0.708, 0.365, -1.582)  0.2986
C (0.413, 0.433, -0.586)  -0.3934
H (0.114, -1.284, 0.478)  0.2817
N (-1.473, -0.284, 0.351)  -0.1608
H (-1.996, 0.360, 1.114)  0.2883
N (-1.827, 0.141, -0.880)  -0.3398
N (-0.061, -0.345, 0.521)  -0.2788
S (-0.596, 0.272, -3.217)  -0.2815

---

Unit: eV. Relative energies: 1 0.000; 2 0.130.

---

--- 1 ---
A cluster of 2 separate species, CH3IOS2 in total, computed with the ωB97M-V functional and the def2-TZVPD basis.

Properties
- HOMO (spin up / spin down) (eV) = -9.19 / -8.69
- frontier orbital gap (spin up / spin down) (eV) = 8.5 / 6.0
- charge = 0

Last column: Mulliken charge in e.
CARTESIAN COORDINATES (ANGSTROEM)
S (-1.466, 0.918, -0.816)  0.3223
H (0.010, -0.649, -0.211)  -0.1047
H (-0.922, -0.555, 1.297)  0.3081
C (-0.965, -0.533, 0.162)  -0.4318
H (-1.564, -1.275, -0.304)  0.3198
S (2.462, 1.366, 1.457)  -0.1800
O (-0.363, 1.244, -1.743)  -0.4228
I (2.808, -0.514, 0.159)  0.1889

---

--- 2 ---
An isolated molecule of CH3IOS2, computed with the ωB97M-V functional and the def2-TZVPD basis.

Properties
- HOMO (eV) = -9.26
- frontier orbital gap (eV) = 7.9
- charge = 0

Last column: Mulliken charge in e.
CARTESIAN COORDINATES (ANGSTROEM)
H (-0.909, 0.190, 0.689)  0.1252
H (-0.850, 2.091, 0.165)  0.2901
S (0.740, -1.369, -0.268)  0.4036
O (1.636, -1.977, -1.240)  -0.4452
H (0.406, 1.356, 1.478)  0.2793
C (-0.293, 1.206, 0.544)  -0.6119
S (0.924, 0.660, -0.704)  -0.0027
I (-1.653, -2.156, -0.664)  -0.0385

---

Unit: eV. Relative energies: 1 1.351; 2 0.000.

---

--- 1 ---
An isolated molecule of C9H12OS, computed with the ωB97M-V functional and the def2-TZVPD basis.

Properties
- HOMO (eV) = -7.80
- frontier orbital gap (eV) = 8.2
- charge = 0

Last column: Mulliken charge in e.
CARTESIAN COORDINATES (ANGSTROEM)
C (3.042, -1.096, 0.470)  -0.8032
H (-2.093, 0.387, 1.399)  0.1033
H (-0.821, -1.687, 0.424)  0.3603
H (1.375, -2.062, 1.613)  0.2731
H (-3.001, 3.267, 0.139)  0.3733
C (1.626, -1.786, 0.514)  -0.8861
H (-4.102, 2.093, -0.354)  0.3337
C (-0.669, -0.677, -0.027)  0.0784
C (0.855, -0.553, 0.068)  1.1296
O (2.729, 1.098, -0.623)  -0.2654
H (3.332, -1.106, -0.567)  0.3286
C (1.392, 0.785, 0.133)  -0.6212
C (-2.161, 1.327, -0.420)  0.0125
C (0.129, -0.827, -1.331)  -1.0630
H (-3.366, 1.937, 1.238)  0.3477
C (-1.815, 0.296, 0.307)  -0.4971
H (0.035, 0.074, -1.934)  0.2854
H (-1.789, 1.556, -1.337)  0.4788
H (0.007, -1.892, -1.820)  0.2172
H (1.646, -2.590, -0.074)  0.4692
S (3.110, 0.723, 0.855)  0.1731
H (3.782, -1.513, 1.107)  0.5107
C (-3.245, 2.248, 0.221)  -1.3389

---

--- 2 ---
An isolated molecule of C9H12OS, computed with the ωB97M-V functional and the def2-TZVPD basis.

Properties
- HOMO (eV) = -8.41
- frontier orbital gap (eV) = 9.3
- SMILES string = CC(C)[C@@]1(c2ccco2)CS1
- charge = 0

Last column: Mulliken charge in e.
CARTESIAN COORDINATES (ANGSTROEM)
H (0.310, 1.219, 1.492)  0.2388
H (-2.496, -1.635, 0.878)  0.4525
C (1.646, -0.041, 0.285)  0.1933
H (1.366, -2.002, -1.875)  0.2960
H (1.946, 1.579, 1.514)  0.3613
C (1.261, 0.719, 1.566)  -1.0619
H (1.144, 1.323, -1.190)  0.2437
C (0.217, -0.934, -0.399)  1.1710
C (-1.096, -0.249, -0.146)  -0.0895
C (-3.150, 0.426, 0.362)  -0.3619
O (-1.147, 1.037, -0.500)  -0.2546
C (0.472, -2.034, -1.339)  -1.1303
C (2.069, 0.877, -0.811)  -1.2510
H (-0.363, -2.468, -1.962)  0.2984
H (2.420, -0.774, 0.445)  0.4946
S (0.402, -2.603, 0.335)  -0.2427
H (-4.124, 0.408, 0.767)  0.4644
H (1.302, 0.086, 2.532)  0.2298
H (2.783, 1.616, -0.450)  0.4435
C (-2.279, -0.711, 0.380)  -0.5737
C (-2.451, 1.432, -0.140)  -0.7329
H (-2.745, 2.398, -0.078)  0.5081
H (2.513, 0.331, -1.667)  0.3028

---

Unit: eV. Relative energies: 1 4.867; 2 0.000.

---

--- 1 ---
An isolated molecule of C2H5N3OS2, computed with the ωB97M-V functional and the def2-TZVPD basis.

Properties
- HOMO (eV) = -8.38
- frontier orbital gap (eV) = 8.7
- SMILES string = [H]/N=C(\NS)OC(N)=S
- charge = 0

Last column: Mulliken charge in e.
CARTESIAN COORDINATES (ANGSTROEM)
C (-1.475, -0.459, -0.793)  0.1880
H (-1.452, -1.659, -2.367)  0.1881
H (-0.418, 1.315, 2.965)  0.1436
S (0.153, 2.139, 2.067)  -0.1080
H (2.099, 0.942, 1.493)  0.2463
O (-0.682, 0.153, 0.148)  -0.2839
N (-0.875, -1.145, -1.726)  -0.2619
C (0.682, 0.143, 0.207)  0.7539
S (-3.107, -0.241, -0.639)  -0.3753
H (0.166, -1.234, -1.690)  0.3046
N (1.417, -0.540, -0.556)  -0.6878
H (2.407, -0.369, -0.352)  0.2091
N (1.086, 0.954, 1.244)  -0.3169

---

--- 2 ---
An isolated molecule of C2H5N3OS2, computed with the ωB97M-V functional and the def2-TZVPD basis.

Properties
- HOMO (eV) = -8.08
- frontier orbital gap (eV) = 8.7
- SMILES string = O/N=C\N(S)/C=N/S
- charge = 0

Last column: Mulliken charge in e.
CARTESIAN COORDINATES (ANGSTROEM)
C (-0.263, -0.269, -1.343)  0.1170
S (-1.093, 1.154, -3.334)  -0.1673
N (0.122, -0.555, -0.020)  -0.0475
S (0.515, -2.200, 0.239)  -0.1335
H (-1.524, 2.445, -3.182)  0.1598
N (-0.607, 0.897, -1.696)  -0.3966
H (0.882, -0.309, 3.692)  0.3572
H (-0.361, -1.153, -1.976)  0.3016
H (0.877, -2.015, 1.477)  0.1895
O (0.989, -0.578, 2.729)  -0.4226
H (-0.153, 1.470, 0.431)  0.4102
C (0.140, 0.500, 0.875)  0.1146
N (0.476, 0.611, 2.107)  -0.4825

---

Unit: eV. Relative energies: 1 0.000; 2 3.115.